[1]
This record from the Open Molecules 2025 dataset describes the ion C9H12N3S with charge +1. The level of theory is ωB97M-V with the def2-TZVPD basis set.

Summary:
Relative energy (zero: lowest compared OMol25 entry of this formula, charge and spin) = 38.9 kcal/mol
Calculated total energy = -24824.6068 eV
E_LUMO = -4.35 eV
Kohn-Sham gap = 8.4 eV
Maximum force = 3.23 eV/Å
Charge = +1

Atoms and positions in Å:
C  -3.410897  0.672755  -0.095080
C  -2.580206  1.553577  0.575109
C  -3.039846  -0.514997  -0.765679
C  -1.204522  1.254923  0.460934
C  -1.711511  -0.813476  -0.702132
C  -0.754151  0.083354  -0.062730
C  2.615735  0.823540  1.141891
C  1.584973  0.576587  -1.210623
C  0.765609  -0.218108  0.038271
N  1.461841  0.304763  1.270947
N  0.961341  -1.613136  -0.100147
N  2.272019  -2.179069  0.154685
S  3.196762  1.034642  -0.491584
H  -4.545908  0.788373  -0.099209
H  -2.922528  2.346931  1.264036
H  -3.815077  -0.954843  -1.383262
H  -0.497061  2.043385  0.853867
H  -1.392672  -1.774718  -1.203805
H  3.380068  1.131242  1.858204
H  1.679825  -0.130433  -2.054733
H  1.069661  1.538271  -1.474686
H  0.282828  -2.262381  0.244302
H  2.673655  -2.482611  -0.725293
H  1.043247  0.180672  2.175723
H  2.886807  -1.389254  0.330993

Cartesian forces (eV/Å) of the 6 atoms listed first:
-3.22 -0.04 0.28
0.44 -0.99 -0.21
0.42 2.48 0.50
0.06 2.16 1.37
2.15 -1.42 -0.46
-0.11 -1.36 -0.55

Results of the Löwdin charge analysis, in e, for atoms 1 through 5:
1. C -0.080
2. C -0.053
3. C -0.069
4. C -0.072
5. C -0.028

[2]
This record from the Open Molecules 2025 dataset describes an isolated molecule of C9H12N4O. The level of theory is ωB97M-V with the def2-TZVPD basis set.

Summary:
Relative energy (zero: lowest compared OMol25 entry of this formula, charge and spin) = 86.2 kcal/mol
Calculated total energy = -17531.5835 eV
E_LUMO = 0.59 eV
Kohn-Sham gap = 9.2 eV
Maximum force = 5.38 eV/Å
Charge = 0

Atoms and positions in Å:
C  2.318339  -0.977762  3.483972
C  1.447503  -0.952860  2.337336
C  1.729637  -0.766840  0.959860
N  0.916181  -0.751173  -0.028526
C  -0.397696  -0.796763  0.284182
N  -1.481346  -0.974494  -0.655871
C  -2.658438  -0.323633  -0.769722
O  -3.680211  0.000493  -0.299535
N  -1.918040  -0.320809  -1.922818
C  -1.159516  0.752770  -2.501783
C  0.383402  0.323387  -2.745706
C  -1.253482  2.100723  -1.686019
N  -0.866362  -0.857948  1.543379
C  0.031533  -0.868103  2.481326
H  2.090024  -0.054844  4.006586
H  3.457374  -1.088174  3.237566
H  1.968785  -1.713696  4.221616
H  2.759780  -0.593102  0.647484
H  -1.681773  1.020640  -3.355493
H  0.511754  -0.467849  -3.586108
H  0.839676  1.232854  -3.035106
H  0.850201  0.096337  -1.774197
H  -2.310673  2.175274  -1.446050
H  -0.769827  2.893271  -2.154884
H  -0.730293  1.787627  -0.692692
H  -0.396533  -0.875326  3.451205

Cartesian forces (eV/Å) of the 6 atoms listed first:
2.17 -0.09 1.03
-3.32 0.70 -3.52
3.20 -0.31 2.86
-3.88 0.16 -1.51
-0.74 -0.53 0.34
2.39 -1.09 1.67

Results of the Löwdin charge analysis, in e, for atoms 1 through 5:
1. C -0.074
2. C -0.240
3. C -0.110
4. N 0.104
5. C -0.281